{
  "formula": "C41H35ClN2Si2Zn",
  "method": "wB97M-V/def2-TZVPD",
  "multiplicity": 1,
  "e_above_lowest_kj_mol": 294.35,
  "homo_lumo_gap_ev": [3.32, 3.32],
  "energy_ha": -4511.22857,
  "max_force_ev_per_a": 3.39,
  "elements": ["C", "C", "C", "H", "C", "C", "H", "H", "H", "H", "Zn", "Si", "C", "C", "H", "C", "H", "C", "H", "C", "H", "C", "H", "C", "C", "H", "C", "H", "C", "H", "C", "H", "C", "H", "H", "Si", "C", "C", "H", "C", "H", "C", "H", "C", "H", "C", "H", "C", "C", "H", "C", "H", "C", "H", "C", "H", "C", "H", "H", "Cl", "C", "C", "N", "C", "C", "C", "C", "C", "C", "C", "C", "C", "N", "C", "H", "H", "H", "H", "H", "H", "H", "H"],
  "xyz": [[-1.697836, 4.438467, 1.152280], [-1.027815, 3.322492, 1.715838], [0.062330, 2.985173, 0.866376], [-1.284057, 2.813852, 2.641720], [0.063434, 3.899584, -0.228181], [-1.027993, 4.797145, -0.050015], [-1.284227, 5.622998, -0.717421], [-2.561196, 4.945605, 1.575882], [0.802328, 2.191734, 1.029740], [0.793468, 3.923594, -1.050669], [-0.849751, 0.845247, -1.499485], [-2.271778, -3.556076, 0.407911], [-1.600298, -3.425343, 2.110404], [-1.828971, -4.395743, 3.108169], [-2.299223, -5.346248, 2.838605], [-1.492664, -4.106277, 4.434654], [-1.656670, -4.844313, 5.219405], [-0.925127, -2.874992, 4.773749], [-0.678862, -2.639855, 5.807381], [-0.668708, -1.922937, 3.783118], [-0.161199, -0.981929, 4.016249], [-1.021897, -2.195799, 2.465778], [-0.834798, -1.453333, 1.687858], [2.179280, 0.067097, -0.365021], [2.955610, 0.214302, 0.793812], [2.906268, -0.548322, 1.558114], [3.895397, 1.242100, 0.916446], [4.522233, 1.297091, 1.817076], [4.038763, 2.168444, -0.125610], [4.820263, 2.924540, -0.067716], [3.198940, 2.117255, -1.248696], [3.292045, 2.842046, -2.071574], [2.255026, 1.084281, -1.344752], [1.681311, 0.992134, -2.273696], [-1.365768, -2.922878, -0.583641], [1.446764, -1.592043, -0.709638], [2.911578, -2.270771, -1.706246], [3.847944, -3.098497, -1.079757], [3.576158, -3.658996, -0.186735], [5.162832, -3.172027, -1.556702], [5.903832, -3.727077, -0.984436], [5.527610, -2.534343, -2.745839], [6.559882, -2.579660, -3.108768], [4.546750, -1.856169, -3.478352], [4.802208, -1.396118, -4.438719], [3.250032, -1.730004, -2.955677], [2.520249, -1.158113, -3.525710], [1.316727, -3.140044, 0.431273], [1.940744, -3.107023, 1.691776], [2.410696, -2.189932, 2.049817], [1.994940, -4.231275, 2.524860], [2.448318, -4.132311, 3.516500], [1.484142, -5.456122, 2.086596], [1.533228, -6.332893, 2.741953], [0.987447, -5.558880, 0.779499], [0.652161, -6.537154, 0.400828], [0.901917, -4.416749, -0.039668], [0.481487, -4.520494, -1.051823], [-3.351307, -2.676046, 0.594138], [-0.039665, -1.257149, -2.303321], [-1.825562, 4.479327, -4.185527], [-1.172138, 3.343969, -3.686377], [-1.672483, 2.606942, -2.668302], [-2.863107, 3.006424, -2.132934], [-3.560894, 4.175173, -2.569535], [-3.024301, 4.897277, -3.640400], [-4.700718, 4.624016, -1.830793], [-5.099007, 3.986489, -0.685873], [-4.414196, 2.828052, -0.199853], [-4.676548, 2.247758, 1.046566], [-3.884226, 1.213984, 1.504161], [-2.847776, 0.725326, 0.713524], [-2.573863, 1.283522, -0.485668], [-3.330548, 2.315749, -0.957163], [-1.383322, 5.041089, -5.000711], [-0.224311, 3.026160, -4.119511], [-3.562123, 5.781227, -3.981091], [-5.216145, 5.522928, -2.186217], [-5.939792, 4.374838, -0.109000], [-5.494364, 2.666788, 1.630120], [-4.053975, 0.778949, 2.482801], [-2.225136, -0.117235, 1.021841]],
  "forces_ev_per_angstrom": [[0.566, -0.537, -0.207], [0.078, 0.129, -0.417], [-0.332, -0.625, -0.074], [0.048, 0.145, -0.144], [-0.588, 0.361, -0.487], [0.507, -0.500, -0.104], [0.075, -0.223, 0.257], [0.157, -0.074, -0.059], [-0.240, 0.457, 0.088], [-0.318, 0.047, 0.492], [-0.671, 1.473, 0.452], [0.053, -2.992, -1.586], [0.401, 0.606, 0.895], [0.278, 0.753, -0.041], [0.222, 0.296, 0.071], [0.080, 0.074, 0.017], [-0.046, 0.128, -0.155], [0.053, 0.052, -0.165], [-0.019, -0.165, -0.142], [0.135, 0.016, -0.062], [-0.279, -0.230, 0.116], [0.246, -0.330, 0.961], [0.002, -0.177, 0.236], [-0.365, 1.256, 0.550], [0.390, 0.067, -0.293], [0.018, 0.241, 0.078], [-0.206, 0.072, -0.290], [-0.300, 0.028, -0.524], [-0.168, -0.105, -0.002], [-0.253, -0.092, 0.014], [-0.197, -0.356, 0.264], [-0.026, -0.348, 0.568], [0.432, -0.256, 0.005], [0.160, 0.058, 0.210], [0.352, 0.787, 0.069], [1.233, -2.825, -0.516], [-0.257, 0.136, -0.932], [0.556, 0.192, 0.046], [0.197, 0.281, -0.153], [-0.156, -0.002, -0.247], [-0.148, 0.012, -0.177], [-0.254, -0.021, 0.089], [-0.429, -0.003, 0.144], [-0.205, -0.050, 0.144], [-0.139, -0.193, 0.354], [0.860, 0.089, -0.086], [0.096, -0.009, 0.126], [-0.159, -0.068, 0.416], [-0.270, -0.016, 0.205], [-0.374, -0.341, 0.064], [0.005, 0.071, -0.239], [-0.195, -0.090, -0.389], [0.242, 0.225, -0.257], [-0.101, 0.358, -0.315], [0.020, 0.338, -0.088], [0.106, 0.673, 0.151], [-0.205, 0.299, 0.004], [0.175, 0.052, 0.592], [-1.554, 1.641, -0.046], [-0.107, 0.707, 0.316], [-0.088, 0.097, -0.081], [-0.618, -0.461, 0.810], [-0.103, 0.271, -1.019], [0.394, 0.555, -0.123], [0.548, -0.866, 0.429], [0.176, -0.322, 0.129], [-0.533, -0.213, 0.685], [-0.089, 0.601, -0.762], [0.711, -0.164, -0.655], [0.079, -0.195, -0.061], [-0.438, 0.093, 0.222], [0.127, 0.637, -1.104], [-0.282, -0.688, 0.492], [0.441, -0.113, 1.108], [0.059, -0.154, 0.082], [-0.217, 0.017, 0.207], [0.298, -0.148, -0.071], [0.162, -0.370, 0.209], [0.229, -0.107, -0.148], [0.208, -0.222, 0.066], [0.026, -0.031, -0.151], [-0.270, 0.294, -0.062]],
  "lowdin_charge": [-0.162, -0.186, -0.195, 0.077, -0.205, -0.184, 0.077, 0.082, 0.058, 0.064, 0.730, 0.485, -0.473, -0.123, 0.086, -0.105, 0.094, -0.113, 0.092, -0.109, 0.098, -0.180, 0.051, -0.307, -0.082, 0.077, -0.049, 0.117, -0.057, 0.108, -0.064, 0.116, -0.154, 0.061, -0.214, 0.519, -0.273, -0.075, 0.095, -0.072, 0.104, -0.088, 0.104, -0.082, 0.103, -0.117, 0.074, -0.309, -0.130, 0.080, -0.076, 0.110, -0.077, 0.108, -0.074, 0.113, -0.141, 0.103, -0.189, 0.430, -0.035, -0.092, 0.059, -0.144, -0.146, 0.007, -0.008, -0.001, -0.148, 0.017, -0.012, -0.071, 0.027, -0.136, 0.111, 0.116, 0.128, 0.123, 0.123, 0.129, 0.123, 0.085]
}